Molecular formula: C13H15BCl2MnN6O4
Method: DFT, ωB97M-V/def2-TZVPD

```
! RIJCOSX wB97M-V def2-TZVPD def2/J DEFGRID3
* xyz 1 5
Mn 0.919 0.574 -0.056
C -0.825 -2.529 -1.647
C 0.109 -2.496 -0.498
N 0.785 -1.450 -0.024
C 1.521 -1.901 1.050
C 1.302 -3.231 1.227
N 0.414 -3.577 0.243
C 1.773 -4.273 2.187
O 2.658 -3.902 3.092
O 1.350 -5.390 2.073
C 2.314 -0.913 1.791
O 3.008 -1.174 2.745
O 2.163 0.314 1.288
H -0.903 -1.546 -2.094
H -1.816 -2.841 -1.319
H -0.471 -3.231 -2.401
H 0.064 -4.522 0.136
H 2.895 -2.949 3.031
B -2.462 0.852 -0.291
N -1.714 1.534 0.895
C -2.301 2.144 1.922
C -1.345 2.437 2.888
C -0.160 1.955 2.363
N -0.395 1.407 1.154
N -1.563 0.936 -1.586
C -2.016 0.962 -2.837
C -0.941 0.864 -3.716
C 0.169 0.785 -2.897
N -0.222 0.837 -1.608
H -2.668 -0.308 -0.043
H -3.451 1.482 -0.516
H -3.360 2.322 1.904
H -1.497 2.926 3.832
H 0.839 1.962 2.764
H -3.071 1.055 -3.023
H -0.969 0.874 -4.788
H 1.214 0.730 -3.153
Cl 0.205 4.117 -1.526
C 1.755 3.994 -0.758
Cl 2.540 2.337 -0.859
H 1.673 4.197 0.305
H 2.480 4.634 -1.250
*
```

The value obtained for the LUMO energy (alpha / beta) is -5.20 / -4.23 eV. As for the total energy: -3230.04950 Eh. The calculation puts the HOMO energy (alpha / beta) at -0.465 / -0.465 Ha.

Molecular formula: C13H15BeN3O4STe
Method: DFT, ωB97M-V/def2-TZVPD

```
! RIJCOSX wB97M-V def2-TZVPD def2/J DEFGRID3
* xyz 0 1
Be -0.316 -1.327 1.547
O 1.214 -4.080 3.447
C 0.652 -3.092 3.045
O 0.079 -2.905 1.877
C 0.440 -1.850 3.922
C 0.357 -1.717 5.293
C -0.278 -0.575 5.785
C -0.902 0.331 4.928
C -0.766 0.114 3.571
N 0.001 -0.874 3.149
C -1.603 0.616 2.384
O -2.274 1.612 2.437
O -1.512 -0.249 1.391
H 0.710 -2.502 5.946
H -0.365 -0.440 6.856
H -1.525 1.133 5.298
N 2.155 0.846 -2.753
C 1.702 -0.384 -2.079
C 1.410 -0.136 -0.604
N 0.593 -1.218 -0.023
H 2.377 0.645 -3.722
H 3.009 1.190 -2.325
H 0.650 1.925 -3.156
H 2.436 -1.190 -2.180
H 0.779 -0.706 -2.566
H 0.852 0.794 -0.499
H 2.334 -0.066 -0.026
H 1.082 -2.110 -0.076
H -0.243 -1.313 -0.610
Te -2.093 1.096 -1.262
C -1.737 1.678 -3.214
C -2.215 1.378 -4.451
C -1.506 1.965 -5.565
C -0.441 2.720 -5.241
S -0.386 2.835 -3.493
H -3.065 0.720 -4.568
H -1.799 1.806 -6.597
H 0.193 3.330 -5.865
*
```

The value obtained for the LUMO energy is -0.15 eV. As for the total energy: -1650.65596 Eh. The calculation puts the relative energy (zero: lowest compared OMol25 entry of this formula, charge and spin) at 163.63 kJ/mol. The calculation puts the HOMO energy at -0.243 Ha.

Molecular formula: C13H15BeNO4S3
Method: DFT, ωB97M-V/def2-TZVPD

```
! RIJCOSX wB97M-V def2-TZVPD def2/J DEFGRID3
* xyz 0 1
Be -0.177 0.611 0.240
C 1.863 -1.634 0.371
C 0.585 -2.378 0.765
S -0.982 -1.425 0.704
C -1.578 -1.530 2.438
C -1.637 -0.240 3.240
S -0.176 0.833 3.225
C 1.223 -0.302 3.495
C 2.353 0.115 2.567
S 1.972 0.132 0.780
H 2.723 -2.128 0.822
H 2.005 -1.649 -0.707
H 0.434 -3.209 0.078
H 0.664 -2.792 1.767
H -2.587 -1.932 2.352
H -0.970 -2.285 2.933
H -2.413 0.420 2.854
H -1.878 -0.492 4.273
H 1.554 -0.222 4.530
H 0.913 -1.328 3.312
H 2.650 1.145 2.768
H 3.227 -0.525 2.690
O -0.142 1.026 -6.427
C -0.854 1.691 -5.666
O -1.690 2.587 -5.825
C -0.579 1.382 -4.136
C 0.069 0.194 -3.802
C 0.261 -0.129 -2.480
N -0.162 0.659 -1.481
C -0.844 1.783 -1.802
C -1.079 2.167 -3.101
C -1.343 2.503 -0.578
O -1.967 3.528 -0.599
O -1.006 1.837 0.524
H 0.426 -0.442 -4.600
H 0.789 -1.031 -2.196
H -1.646 3.061 -3.324
*
```

The value obtained for the LUMO energy is -0.69 eV. As for the total energy: -2069.51725 Eh. The calculation puts the HOMO energy at -0.282 Ha.

Molecular formula: C13H15Br27F3IP2S
Method: DFT, ωB97M-V/def2-TZVPD

```
! RIJCOSX wB97M-V def2-TZVPD def2/J DEFGRID3
* xyz 0 1
F 2.978 4.610 0.881
C 2.335 4.439 -0.262
F 2.249 5.551 -0.990
C 1.826 3.272 -0.673
F 2.545 2.158 -0.409
C 0.530 3.104 -1.375
C -0.246 1.898 -0.788
P -1.746 2.233 0.230
I -0.850 2.798 2.426
P -2.756 4.052 -0.434
S -4.285 4.422 0.734
H 0.739 2.862 -2.419
H -0.021 4.031 -1.388
H -0.475 1.198 -1.576
H 0.409 1.358 -0.109
H -3.227 3.796 -1.736
H -1.896 5.169 -0.447
C 5.361 7.471 -1.479
Br 5.240 9.059 -0.399
Br 5.175 7.871 -3.353
Br 6.974 6.486 -1.119
H 4.532 6.836 -1.206
C 0.508 -1.733 1.977
Br 1.436 -3.410 2.103
Br 1.601 -0.330 1.239
Br -1.148 -1.919 1.002
H 0.257 -1.431 2.984
C 0.561 -1.358 -4.040
Br 2.113 -0.237 -4.251
Br 0.807 -3.081 -4.857
Br 0.072 -1.539 -2.188
H -0.256 -0.872 -4.551
C -6.419 2.120 -2.726
Br -6.643 3.914 -2.073
Br -6.322 2.060 -4.648
Br -4.907 1.242 -1.907
H -7.296 1.562 -2.433
C -1.565 -4.005 5.559
Br -1.101 -5.840 5.899
Br -0.009 -2.868 5.523
Br -2.617 -3.827 3.960
H -2.183 -3.669 6.381
C -4.234 -1.359 7.797
Br -3.924 -3.228 8.168
Br -2.583 -0.371 7.797
Br -5.199 -1.096 6.157
H -4.841 -0.971 8.600
C 2.961 -5.614 -2.681
Br 4.466 -6.726 -3.134
Br 1.515 -6.642 -1.937
Br 3.467 -4.164 -1.525
H 2.601 -5.175 -3.598
C -4.884 1.592 2.993
Br -6.543 0.722 3.451
Br -4.115 2.478 4.516
Br -3.648 0.346 2.205
H -5.102 2.351 2.254
C 7.541 -8.203 -5.583
Br 5.877 -8.754 -6.377
Br 8.005 -9.306 -4.076
Br 8.960 -8.132 -6.880
H 7.399 -7.199 -5.210
*
```

The value obtained for the LUMO energy is -0.67 eV. As for the total energy: -71680.76630 Eh. The calculation puts the HOMO energy at -0.323 Ha.

Molecular formula: C13H15ClN5OPtS
Method: DFT, ωB97M-V/def2-TZVPD

```
! RIJCOSX wB97M-V def2-TZVPD def2/J DEFGRID3
* xyz 1 1
Pt 0.000 0.000 0.000
N 0.257 4.202 0.960
C 0.412 2.861 0.823
S -1.031 2.085 0.312
N 1.533 2.266 1.123
N 1.495 0.885 0.998
C 2.567 0.391 0.498
C 2.544 -1.030 0.174
C 3.715 -1.762 0.055
C 3.596 -3.119 -0.231
C 2.328 -3.674 -0.399
C 1.221 -2.847 -0.272
N 1.301 -1.536 0.013
H -0.742 4.363 1.011
H 0.765 4.521 1.770
H 3.472 0.983 0.293
H 4.682 -1.299 0.204
H 4.482 -3.741 -0.316
H 2.202 -4.727 -0.621
H 0.210 -3.225 -0.396
C 0.090 0.637 -2.613
O 0.291 1.340 -1.426
H 0.235 1.323 -3.473
H -0.946 0.242 -2.640
H 0.825 -0.191 -2.684
Cl -5.551 -0.978 0.235
C -3.981 -1.424 0.766
C -3.808 -2.479 1.656
C -2.519 -2.815 2.067
C -1.454 -2.079 1.568
N -1.592 -1.050 0.703
C -2.857 -0.745 0.321
H -4.661 -3.037 2.028
H -2.349 -3.632 2.759
H -0.432 -2.305 1.860
H -2.938 0.085 -0.374
H -0.234 -1.029 -1.355
*
```

The value obtained for the LUMO energy is -4.08 eV. As for the total energy: -1830.69302 Eh. The calculation puts the HOMO energy at -0.397 Ha.

Molecular formula: C13H15CuN2O6S3
Method: DFT, ωB97M-V/def2-TZVPD

```
! RIJCOSX wB97M-V def2-TZVPD def2/J DEFGRID3
* xyz 0 1
Cu 1.246 -0.995 2.062
C -2.619 -0.195 0.480
C -2.144 -1.444 -0.256
S -0.397 -1.875 -0.018
C -0.470 -3.413 0.926
C -1.003 -3.286 2.345
S 0.059 -2.265 3.421
C -1.093 -1.033 4.099
C -1.595 0.052 3.151
S -3.084 -0.417 2.216
H -3.532 0.161 0.000
H -1.895 0.616 0.396
H -2.261 -1.282 -1.329
H -2.755 -2.307 0.011
H 0.559 -3.777 0.924
H -1.066 -4.148 0.381
H -1.077 -4.269 2.810
H -1.991 -2.828 2.346
H -0.527 -0.580 4.915
H -1.921 -1.583 4.548
H -0.822 0.345 2.438
H -1.840 0.935 3.742
O 3.379 -0.717 -0.278
C 2.573 0.163 -0.035
O 1.996 0.409 1.092
C 2.143 1.101 -1.145
C 2.866 1.149 -2.330
C 2.412 1.959 -3.353
C 1.251 2.703 -3.270
C 0.550 2.607 -2.084
C 0.978 1.841 -1.018
N -0.732 3.335 -1.964
O -1.010 4.133 -2.830
O -1.403 3.120 -0.972
N 3.188 2.023 -4.614
O 4.207 1.371 -4.675
O 2.749 2.723 -5.503
H 3.760 0.552 -2.442
H 0.907 3.312 -4.090
H 0.414 1.803 -0.099
*
```

The value obtained for the LUMO energy is -0.72 eV. As for the total energy: -3900.23140 Eh. The calculation puts the relative energy (zero: lowest compared OMol25 entry of this formula, charge and spin) at 50.72 kJ/mol. The calculation puts the HOMO energy at -0.330 Ha.

Molecular formula: C13H15N3O3
Method: DFT, ωB97M-V/def2-TZVPD

```
! RIJCOSX wB97M-V def2-TZVPD def2/J DEFGRID3
* xyz 0 1
N 3.153 -2.757 0.102
C 2.929 -1.459 0.800
C 2.384 -0.562 -0.233
O 2.844 -0.482 -1.411
N 1.619 0.381 0.363
C 1.320 1.608 -0.207
C 0.341 1.517 -1.424
C -1.011 0.936 -1.046
C -1.979 1.865 -0.828
N -2.993 1.196 -0.130
C -2.649 -0.084 -0.042
C -3.537 -1.161 0.311
C -2.976 -2.393 0.551
C -1.586 -2.607 0.335
C -0.767 -1.600 -0.212
C -1.343 -0.361 -0.479
C 0.846 2.573 0.777
O 0.626 2.347 1.937
O 0.530 3.824 0.269
H 2.324 -2.773 -0.381
H 3.683 -2.234 -0.527
H 2.224 -1.577 1.575
H 3.841 -1.172 1.246
H 1.433 0.301 1.300
H 2.278 2.193 -0.536
H 0.761 0.686 -2.141
H 0.199 2.481 -1.915
H -1.892 3.015 -0.821
H -3.885 1.599 -0.013
H -4.619 -1.019 0.369
H -3.587 -3.089 1.015
H -1.191 -3.490 0.620
H 0.249 -2.023 -0.306
H 0.432 4.325 1.084
*
```

As for the SMILES: NCC(=O)N[C@@H](Cc1c[nH]c2ccccc12)C(=O)O. The value obtained for the LUMO energy is 0.51 eV. As for the total energy: -894.31920 Eh. The calculation puts the relative energy (zero: lowest compared OMol25 entry of this formula, charge and spin) at 306.17 kJ/mol. The calculation puts the HOMO energy at -0.304 Ha.

Molecular formula: C13H15N3OS2
Method: DFT, ωB97M-V/def2-TZVPD

```
! RIJCOSX wB97M-V def2-TZVPD def2/J DEFGRID3
* xyz 0 1
C 0.532 -3.228 -3.554
C 0.773 -2.700 -2.180
N 1.062 -1.380 -2.020
C 1.229 -1.055 -0.786
N 1.596 0.222 -0.440
C 1.476 0.959 0.710
O 1.891 2.095 0.733
C 0.784 0.335 1.892
S -0.974 -0.004 1.477
C -1.359 1.542 0.667
C -1.394 1.588 -0.715
C -1.649 2.783 -1.361
C -1.866 3.929 -0.611
C -1.848 3.882 0.767
C -1.601 2.683 1.440
N -1.530 2.635 2.809
S 1.070 -2.394 0.335
C 0.726 -3.424 -1.026
C 0.446 -4.872 -0.844
H -0.458 -3.676 -3.625
H 0.604 -2.410 -4.262
H 1.271 -3.987 -3.808
H 1.925 0.765 -1.233
H 0.820 1.041 2.721
H 1.219 -0.618 2.184
H -1.217 0.683 -1.278
H -1.670 2.821 -2.439
H -2.056 4.869 -1.108
H -2.023 4.776 1.347
H -1.947 3.400 3.312
H -1.653 1.722 3.221
H 1.376 -5.442 -0.807
H -0.151 -5.244 -1.673
H -0.092 -5.042 0.086
*
```

As for the SMILES: Cc1nc(NC(=O)CSc2ccccc2N)sc1C. The value obtained for the LUMO energy is 0.52 eV. As for the total energy: -1540.30027 Eh. The calculation puts the relative energy (zero: lowest compared OMol25 entry of this formula, charge and spin) at 0.00 kJ/mol. The calculation puts the HOMO energy at -0.297 Ha.

Molecular formula: C13H15P
Method: DFT, ωB97M-V/def2-TZVPD

```
! RIJCOSX wB97M-V def2-TZVPD def2/J DEFGRID3
* xyz 0 1
C -0.038 2.639 1.578
P 0.172 2.078 -0.189
C 1.712 1.174 -0.159
C 2.119 0.375 -1.358
C 1.704 -1.233 -1.385
C 2.096 -1.856 -0.223
C 1.485 -1.616 1.029
C 0.297 -0.843 1.240
C -0.820 -0.526 0.320
C -1.869 -1.501 0.210
C -3.090 -1.224 -0.299
C -3.340 0.005 -0.876
C -2.337 0.959 -0.814
C -1.149 0.743 -0.187
H -0.968 2.573 2.094
H 0.286 3.659 1.705
H 0.813 1.990 2.083
H 2.434 1.353 0.533
H 3.264 0.387 -1.415
H 1.702 0.759 -2.318
H 2.129 -1.629 -2.275
H 0.683 -1.298 -1.655
H 3.140 -2.326 -0.074
H 1.910 -1.976 1.992
H -0.080 -0.632 2.310
H -1.644 -2.368 0.808
H -3.786 -1.968 -0.062
H -4.240 0.374 -1.365
H -2.585 1.928 -1.247
*
```

As for the SMILES: C/P1=C/CC\C=C/C=c2\cccc\c2=1. The value obtained for the LUMO energy (alpha / beta) is -0.22 / -0.05 eV. As for the total energy: -845.54426 Eh. The calculation puts the relative energy (zero: lowest compared OMol25 entry of this formula, charge and spin) at 192.23 kJ/mol. The calculation puts the HOMO energy (alpha / beta) at -0.264 / -0.267 Ha.

Molecular formula: C13H15P
Method: DFT, ωB97M-V/def2-TZVPD

```
! RIJCOSX wB97M-V def2-TZVPD def2/J DEFGRID3
* xyz 0 1
C 1.303 -0.559 -3.873
C 2.161 0.196 -2.801
P 2.075 -0.372 -1.215
C 3.163 0.788 -0.289
C 0.406 -0.247 -0.201
C -0.663 -0.928 -0.831
C -1.897 -0.772 -0.354
C -2.035 -0.072 0.977
C -3.222 -0.270 1.694
C -3.251 0.166 3.011
C -2.112 0.611 3.593
C -0.962 0.832 2.891
C -0.906 0.510 1.542
C 0.352 0.409 0.977
H 1.841 -0.856 -4.831
H 0.366 -0.140 -4.096
H 1.145 -1.533 -3.434
H 2.229 1.332 -2.935
H 2.315 -1.810 -1.089
H 3.725 0.239 0.480
H 2.543 1.517 0.204
H 3.814 1.144 -1.039
H -0.505 -1.460 -1.807
H -2.765 -1.104 -0.941
H -4.086 -0.603 1.185
H -4.044 -0.014 3.690
H -2.276 1.170 4.585
H -0.018 1.052 3.480
H 1.304 0.775 1.425
*
```

As for the SMILES: CC=[P@@H](C)c1ccc2ccccc2c1. The value obtained for the LUMO energy is 0.49 eV. As for the total energy: -845.59230 Eh. The calculation puts the relative energy (zero: lowest compared OMol25 entry of this formula, charge and spin) at 66.09 kJ/mol. The calculation puts the HOMO energy at -0.256 Ha.

Molecular formula: C13H16Br2N2O2Rh
Method: DFT, ωB97M-V/def2-TZVPD

```
! RIJCOSX wB97M-V def2-TZVPD def2/J DEFGRID3
* xyz 3 1
Rh 0.119 0.070 -0.054
O 2.382 -0.070 5.527
C 1.750 0.028 4.391
C 0.452 0.552 4.232
C -0.112 0.602 2.985
N 0.558 0.172 1.894
C 1.786 -0.340 2.072
Br 2.466 -0.940 0.383
C 2.443 -0.446 3.251
H 1.890 0.253 6.299
H -0.110 0.914 5.083
H -1.106 0.999 2.830
H 3.434 -0.870 3.342
C -3.848 4.003 -0.168
C -3.424 2.567 -0.084
C -4.346 1.520 -0.018
C -3.939 0.186 0.068
C -2.590 -0.002 0.065
Br -1.596 -1.641 0.218
N -1.676 0.957 -0.011
C -2.068 2.238 -0.078
H -4.928 4.096 -0.096
H -3.532 4.441 -1.116
H -3.398 4.588 0.635
H -5.407 1.741 -0.025
H -4.643 -0.634 0.132
H -1.299 2.997 -0.119
C 1.228 1.995 -1.546
C 1.088 0.915 -2.598
O -0.007 0.059 -2.128
H 2.203 2.484 -1.604
H 1.284 1.597 -0.477
H 0.441 2.743 -1.583
H 1.992 0.317 -2.707
H 0.812 1.338 -3.562
H -0.106 -0.733 -2.680
*
```

The value obtained for the LUMO energy is -13.10 eV. As for the total energy: -6022.45219 Eh. The calculation puts the relative energy (zero: lowest compared OMol25 entry of this formula, charge and spin) at 7.91 kJ/mol. The calculation puts the HOMO energy at -0.719 Ha.

Molecular formula: C13H16Cl4N2S
Method: DFT, ωB97M-V/def2-TZVPD

```
! RIJCOSX wB97M-V def2-TZVPD def2/J DEFGRID3
* xyz 0 1
C 1.979 2.720 1.850
C 0.346 2.841 2.061
Cl -0.059 4.489 2.806
C -0.296 1.563 2.913
C -0.410 0.284 1.849
C 0.893 -0.713 1.748
C 0.811 -1.981 0.687
C 2.154 -2.943 0.580
C 2.565 -3.142 -0.995
C 2.669 -1.757 -1.867
Cl 4.413 -1.426 -2.518
C -0.557 -2.243 -0.218
C -1.813 -1.200 -0.070
N -3.163 -1.133 -0.765
S -4.060 0.262 -0.215
N -3.019 1.023 0.972
C -1.787 0.104 0.952
H 2.319 1.667 1.411
H 2.307 3.542 1.050
H 2.558 2.975 2.841
H -0.148 2.825 0.976
H -1.368 1.777 3.331
H 0.452 1.193 3.767
H 1.870 -0.547 2.371
H 3.037 -2.394 1.167
H 2.024 -3.983 1.151
H 3.643 -3.651 -1.056
H 1.769 -3.843 -1.523
H 1.926 -1.852 -2.793
H 2.369 -0.782 -1.293
H -0.620 -3.163 -0.952
C -4.511 1.794 -4.137
Cl -4.580 1.609 -2.381
Cl -5.114 3.379 -4.634
H -3.473 1.689 -4.465
H -5.125 1.018 -4.601
*
```

The value obtained for the LUMO energy is -1.68 eV. As for the total energy: -2852.99129 Eh. The calculation puts the relative energy (zero: lowest compared OMol25 entry of this formula, charge and spin) at 1179.68 kJ/mol. The calculation puts the HOMO energy at -0.313 Ha.

Molecular formula: C13H16LiN2OS
Method: DFT, ωB97M-V/def2-TZVPD

```
! RIJCOSX wB97M-V def2-TZVPD def2/J DEFGRID3
* xyz 1 1
Li 0.076 0.259 0.429
N -1.279 -1.217 -0.028
C -2.429 -0.531 -0.540
C -3.492 -1.211 -1.080
C -4.618 -0.528 -1.558
C -4.682 0.835 -1.479
C -3.603 1.570 -0.946
C -3.598 2.978 -0.864
C -2.508 3.610 -0.327
C -1.407 2.840 0.076
N -1.371 1.533 0.006
C -2.452 0.881 -0.477
H -1.544 -1.680 0.840
H -1.026 -1.964 -0.672
H -3.454 -2.291 -1.130
H -5.434 -1.092 -1.981
H -5.555 1.365 -1.825
H -4.444 3.542 -1.231
H -2.470 4.684 -0.232
H -0.518 3.315 0.469
O 1.641 0.031 1.073
S 3.068 0.080 1.537
C 4.081 -0.125 0.014
C 4.564 -1.566 -0.045
C 4.721 -2.041 1.396
C 3.450 -1.629 2.114
H 4.905 0.579 0.099
H 3.451 0.161 -0.828
H 5.500 -1.639 -0.595
H 3.824 -2.183 -0.556
H 5.585 -1.568 1.868
H 4.860 -3.121 1.438
H 3.559 -1.624 3.195
H 2.602 -2.255 1.838
*
```

The value obtained for the LUMO energy is -2.92 eV. As for the total energy: -1095.33367 Eh. The calculation puts the HOMO energy at -0.434 Ha.